Entry 1:
Computed, not measured: 2 unconnected molecules or ions with the total composition C4H14NOS at a distorted geometry, with ωB97M-V with the def2-TZVPD basis set.

Structure (ORCA input):
```
! wB97M-V def2-TZVPD RIJCOSX def2/J DEFGRID3
* xyz 1 1
C 0.994 0.935 0.650
C -0.184 0.387 1.537
C -1.394 0.357 0.628
S -1.368 -1.089 -0.485
C -1.248 -2.419 0.726
N 1.364 0.007 -0.490
H 0.763 1.874 0.185
H 2.029 1.064 1.124
H -0.437 1.169 2.362
H 0.297 -0.479 2.114
H -1.321 1.355 0.091
H -2.342 0.294 1.142
H -1.423 -3.328 0.190
H -2.135 -2.219 1.371
H -0.219 -2.376 0.949
H 2.378 -0.150 -0.383
H 0.788 -0.908 -0.541
H 1.378 0.491 -1.398
H 1.133 1.424 -3.792
H 0.197 2.182 -3.099
O 0.753 1.428 -2.879
*
```

- Frontier orbital gap: 0.3522 hartree
- E_tot: -18740.6226 eV
- Energy relative to the best compared isomer or geometry (same formula, charge and spin): 151.0 kJ/mol
- HOMO energy: -12.56 eV

Atomic partial charges in e from the natural (NBO) method, atoms 1 to 5: C -0.219; C -0.454; C -0.544; S 0.192; C -0.736

Entry 2:
Computed, not measured: a molecular structure, C32H33BiGeN5O4 at a distorted geometry, with ωB97M-V with the def2-TZVPD basis set.

Structure (ORCA input):
```
! wB97M-V def2-TZVPD RIJCOSX def2/J DEFGRID3
* xyz -1 1
Bi -0.186 -0.287 -1.102
C -5.184 4.598 -3.163
C -3.862 3.807 -3.011
C -2.538 4.282 -3.105
C -1.423 3.662 -2.462
C -1.605 2.599 -1.594
N -0.587 2.024 -0.788
C 0.474 2.625 -0.232
C 0.479 4.036 -0.075
C 1.661 4.718 0.316
C 2.734 4.032 0.893
C 3.978 4.710 1.431
C 2.642 2.647 1.011
C 1.550 1.945 0.495
N 1.488 0.580 0.932
C 2.489 -0.406 0.864
C 2.025 -1.625 1.289
C 0.716 -1.402 1.842
N 0.291 -0.063 1.319
C -2.924 1.918 -1.696
C -4.004 2.514 -2.346
N -3.215 0.615 -1.235
C -4.351 -0.128 -1.434
C -4.280 -1.216 -0.587
C -3.062 -1.183 0.122
N -2.376 -0.125 -0.372
H -5.009 5.673 -3.266
H -5.793 4.289 -4.080
H -5.763 4.318 -2.258
H -2.382 5.014 -3.850
H -0.384 3.998 -2.649
H -0.437 4.556 -0.263
H 1.639 5.792 0.083
H 3.731 5.531 2.116
H 4.495 3.908 1.972
H 4.652 5.111 0.695
H 3.393 2.014 1.420
H 3.514 -0.190 0.604
H 2.541 -2.578 1.287
H -0.086 -2.101 1.918
H -4.977 2.022 -2.192
H -5.199 0.218 -2.023
H -5.016 -2.006 -0.612
H -2.679 -1.834 0.891
O -0.307 -2.678 -0.923
C -0.196 -2.845 -2.182
O -0.020 -1.928 -3.019
C -0.216 -4.229 -2.687
C 0.214 -4.635 -3.953
C 0.778 -5.914 -4.205
C 0.532 -6.922 -3.209
O 1.099 -8.130 -3.096
C 0.899 -8.582 -1.678
O -0.026 -7.618 -1.065
C -0.150 -6.532 -2.020
C -0.475 -5.216 -1.706
H 0.143 -3.860 -4.775
H 1.305 -6.138 -5.133
H 1.819 -8.550 -1.090
H 0.525 -9.614 -1.587
H -0.926 -4.978 -0.698
C 3.706 0.144 3.852
Ge 1.755 0.475 4.192
C 1.445 2.391 4.047
C 1.252 -0.176 5.916
C 0.408 -0.318 2.787
H 4.264 0.648 4.632
H 4.043 0.578 2.866
H 4.023 -0.905 3.743
H 0.607 2.566 3.338
H 2.341 2.856 3.675
H 1.102 2.804 5.007
H 2.075 0.028 6.605
H 1.197 -1.273 5.877
H 0.270 0.228 6.259
H -0.655 -0.294 3.125
*
```

- Frontier orbital gap (spin up / spin down): 0.1377 / 0.1647 hartree
- E_tot: -111707.9759 eV
- Energy relative to the best compared isomer or geometry (same formula, charge and spin): 401.1 kJ/mol
- HOMO energy (spin up / spin down): -1.26 / -2.00 eV

Atomic partial charges in e from the Löwdin method, atoms 1 to 5: Bi 1.815; C -0.079; C -0.265; C -0.086; C -0.059

Entry 3:
Computed, not measured: a single C4H5FOS2 molecule at a distorted geometry, with ωB97M-V with the def2-TZVPD basis set.

Structure (ORCA input):
```
! wB97M-V def2-TZVPD RIJCOSX def2/J DEFGRID3
* xyz 0 1
F 0.784 1.761 -1.878
C -0.524 1.181 -1.986
C -1.225 0.516 -0.798
C -0.980 1.360 0.406
O 0.054 0.772 1.230
C 0.300 -0.582 0.967
S 1.488 -1.554 1.640
S -0.622 -1.162 -0.369
H -0.424 0.669 -2.865
H -1.325 1.982 -2.063
H -2.247 0.299 -0.937
H -1.982 1.147 0.903
H -0.774 2.484 0.158
*
```

- Frontier orbital gap: 0.3284 hartree
- E_tot: -30662.5952 eV
- Energy relative to the best compared isomer or geometry (same formula, charge and spin): 102.2 kJ/mol
- SMILES: FC[C@@H]1COC(=S)S1
- HOMO energy: -8.78 eV

Atomic partial charges in e from the natural (NBO) method, atoms 1 to 5: F -0.361; C 0.056; C -0.412; C -0.096; O -0.487

Q: Which of these has the lowest energy relative to the best compared isomer or geometry (same formula, charge and spin)?
A: C4H5FOS2